# C3H19AsF6O6

A structure of composition C3H19AsF6O6 in a non-equilibrium geometry (the ωB97M-V functional and the def2-TZVPD basis, the Open Molecules 2025 dataset).

Each line ends with the Löwdin charge.
Element x y z (Å)
O: -1.161 -0.630 0.533  0.14
H: -2.174 -0.617 0.553  0.07
H: -0.758 -1.191 1.255  0.08
H: -0.821 -0.876 -0.366  0.06
As: -2.314 1.911 -1.679  0.69
F: -1.809 1.897 -0.025  -0.24
F: -2.339 3.624 -1.697  -0.23
F: -2.806 1.836 -3.316  -0.23
F: -2.224 0.149 -1.674  -0.27
F: -3.953 1.829 -1.149  -0.24
F: -0.646 1.920 -2.183  -0.26
O: 0.083 -1.810 2.459  -0.01
H: 0.242 -2.659 2.881  0.08
H: 0.883 -1.287 2.602  0.07
O: 0.396 -0.885 -1.489  -0.02
H: 0.631 -1.730 -1.886  0.08
H: 0.269 -0.269 -2.228  0.09
O: -1.438 -3.509 -1.024  -0.04
H: -2.241 -3.609 -1.547  0.05
H: -0.752 -3.367 -1.681  0.02
O: -3.706 -0.513 0.770  -0.01
H: -4.161 -0.385 1.607  0.09
H: -4.362 -0.368 0.079  0.08
C: 2.124 1.832 0.462  -0.05
C: 2.995 0.585 0.440  -0.48
C: 4.084 0.611 1.478  -0.06
O: 2.173 -0.559 0.758  -0.09
H: 1.300 1.744 -0.247  0.06
H: 2.694 2.721 0.172  0.09
H: 1.744 2.023 1.466  0.09
H: 3.347 0.444 -0.588  0.14
H: 3.734 0.996 2.434  0.08
H: 4.951 1.195 1.156  0.08
H: 4.487 -0.394 1.631  0.08
H: 1.529 -0.662 0.044  0.03

Kohn-Sham gap (eV): 10.11
HOMO level (eV): -10.40
Energy relative to the best compared isomer or geometry (same formula, charge and spin) (kcal/mol): 0.0
LUMO energy (eV): -0.296
E_tot (a.u.): -3412.23708
Charge: 0

# C10H14O2

A structure of composition C10H14O2 in a non-equilibrium geometry (the ωB97M-V functional and the def2-TZVPD basis, the Open Molecules 2025 dataset).

Each line ends with the Löwdin charge.
Element x y z (Å)
C: 2.992 -0.552 0.161  -0.25
C: 2.175 0.490 -0.418  -0.16
C: 1.118 0.829 0.543  -0.22
C: -0.157 -0.038 0.667  -0.19
C: -0.136 -1.670 0.267  -0.13
C: -1.634 -1.971 -0.053  -0.19
C: -2.366 -0.525 -0.042  -0.16
C: -1.169 0.376 -0.422  -0.29
C: -1.054 2.040 -0.476  -0.02
C: 0.431 2.179 -0.022  -0.29
H: 2.938 -0.714 1.511  0.20
H: 1.618 0.064 -1.344  0.17
H: 2.818 1.207 -0.836  0.13
H: 1.495 1.020 1.476  0.11
H: -0.841 0.167 1.465  0.13
H: 0.552 -1.716 -0.701  0.13
H: 0.286 -2.437 1.008  0.12
H: -1.966 -2.561 0.830  0.09
H: -1.787 -2.697 -0.958  0.13
H: -3.399 -0.423 -0.745  0.16
H: -2.770 -0.306 0.905  0.07
H: -0.924 0.043 -1.424  0.13
H: -1.572 2.725 0.319  0.14
H: -1.142 2.592 -1.562  0.16
O: 3.643 -1.446 -0.436  0.00
O: 0.852 3.325 0.284  0.03

Kohn-Sham gap (eV): 10.10
HOMO level (eV): -9.50
Energy relative to the best compared isomer or geometry (same formula, charge and spin) (kcal/mol): 100.8
LUMO energy (eV): 0.599
E_tot (a.u.): -539.76511
Charge: 0

# C5H12N2O

A cluster of 3 separate species, C5H12N2O in total (the ωB97M-V functional and the def2-TZVPD basis, the Open Molecules 2025 dataset).

Each line ends with the Löwdin charge.
Element x y z (Å)
C: 0.657 0.193 -0.077  -0.21
C: -2.013 -0.037 -1.681  -0.20
C: 2.526 0.880 0.949  -0.01
C: 0.777 -1.299 -0.020  -0.07
N: -1.721 0.315 -0.322  -0.19
C: 0.234 0.943 0.953  -0.23
O: -2.257 -0.721 0.531  -0.14
N: -0.215 1.576 1.865  0.23
H: -2.052 -1.581 0.123  0.06
H: 0.840 0.715 -1.005  0.14
H: -1.236 1.643 1.854  0.11
H: -1.597 -1.021 -1.997  0.06
H: -1.585 0.730 -2.333  0.07
H: -3.097 -0.086 -1.873  0.08
H: 0.152 -1.732 -0.804  0.06
H: 2.566 1.956 1.077  0.02
H: 3.153 0.511 0.144  0.02
H: 2.617 0.317 1.872  0.02
H: 0.446 -1.686 0.942  0.09
H: 1.805 -1.616 -0.198  0.08

Kohn-Sham gap (alpha / beta) (eV): 6.44 / 8.10
HOMO level (alpha / beta) (eV): -5.94 / -7.33
Energy relative to the best compared isomer or geometry (same formula, charge and spin) (kcal/mol): 198.4
LUMO energy (alpha / beta) (eV): 0.503 / 0.765
E_tot (a.u.): -382.18641
Charge: 0

# C18H22ClN5O4S

An isolated molecule of C18H22ClN5O4S (the ωB97M-V functional and the def2-TZVPD basis, the Open Molecules 2025 dataset).

Each line ends with the Löwdin charge.
Element x y z (Å)
C: 4.200 -0.550 1.214  -0.05
C: 4.305 0.962 1.130  -0.29
C: 4.106 1.658 2.485  -0.10
N: 3.475 2.949 2.147  -0.01
C: 2.464 3.511 2.863  -0.40
O: 1.692 4.337 2.399  0.07
C: 2.319 3.101 4.309  -0.17
C: 0.996 3.054 4.813  -0.03
C: 0.814 2.653 6.097  -0.58
Cl: -0.779 2.516 6.748  0.75
C: 1.937 2.336 6.905  -0.16
C: 1.892 1.920 8.253  -0.03
C: 3.064 1.654 8.900  -0.13
N: 4.292 1.763 8.328  0.07
C: 4.344 2.145 7.082  -0.07
C: 3.201 2.449 6.299  -0.19
N: 3.387 2.812 5.003  0.18
C: 3.466 3.117 0.688  -0.07
C: 3.287 1.677 0.226  -0.23
N: 1.916 1.305 0.545  0.13
C: 1.258 0.237 0.040  -0.46
O: 1.706 -0.515 -0.803  0.09
C: -0.108 0.036 0.711  -0.31
C: -1.007 -0.935 -0.024  -0.03
N: 0.157 -0.362 2.101  -0.09
S: -0.619 0.276 3.386  0.56
C: -2.027 -0.756 3.648  -0.13
O: 0.274 0.104 4.498  -0.30
O: -1.108 1.581 3.030  -0.30
H: 3.226 -0.851 1.603  0.06
H: 4.325 -1.015 0.237  0.09
H: 4.958 -0.949 1.890  0.09
H: 5.293 1.225 0.738  0.14
H: 5.037 1.804 3.031  0.12
H: 3.447 1.072 3.128  0.12
H: 0.170 3.298 4.162  0.11
H: 0.945 1.816 8.762  0.09
H: 3.061 1.334 9.934  0.10
H: 5.317 2.238 6.609  0.12
H: 4.414 3.530 0.342  0.13
H: 2.653 3.780 0.404  0.13
H: 3.471 1.508 -0.834  0.16
H: 1.407 1.901 1.182  0.14
H: -0.594 1.015 0.756  0.14
H: -1.170 -0.593 -1.046  0.09
H: -0.553 -1.924 -0.068  0.09
H: -1.973 -1.006 0.475  0.07
H: 1.076 -0.698 2.350  0.11
H: -2.557 -0.350 4.508  0.07
H: -2.663 -0.721 2.767  0.06
H: -1.688 -1.769 3.846  0.07

Kohn-Sham gap (eV): 8.85
HOMO level (eV): -9.15
Energy relative to the best compared isomer or geometry (same formula, charge and spin) (kcal/mol): 6.7
SMILES string: C[C@@H]1CN(C(=O)c2cc(Cl)c3ccncc3n2)C[C@@H]1NC(=O)[C@@H](C)NS(C)(=O)=O
LUMO energy (eV): -0.296
E_tot (a.u.): -2132.29179
Charge: 0

# C4H4N4O

An isolated molecule of C4H4N4O in a non-equilibrium geometry (the ωB97M-V functional and the def2-TZVPD basis, the Open Molecules 2025 dataset).

Each line ends with the Löwdin charge.
Element x y z (Å)
H: -2.190 0.624 0.100  0.08
N: -1.797 1.677 -0.054  0.13
C: -0.582 1.775 -0.056  -0.25
N: 0.354 0.667 0.026  -0.12
N: 1.762 0.950 0.198  0.10
C: 2.293 -0.412 0.240  -0.08
N: 1.216 -1.317 -0.227  0.06
C: 0.059 -0.603 -0.152  -0.29
C: -1.286 -1.460 -0.186  0.03
O: -2.457 -1.039 0.378  -0.08
H: 0.263 2.519 -0.415  0.15
H: 3.420 -0.811 0.368  0.14
H: -1.056 -2.571 -0.219  0.13

Kohn-Sham gap (eV): 8.61
HOMO level (eV): -10.26
Energy relative to the best compared isomer or geometry (same formula, charge and spin) (kcal/mol): 109.6
SMILES string: [H]/N=C\n1ncnc1C=O
LUMO energy (eV): -1.650
E_tot (a.u.): -448.92082
Charge: 0

# C4H7NO

An isolated molecule of C4H7NO (the ωB97M-V functional and the def2-TZVPD basis, the Open Molecules 2025 dataset).

Each line ends with the Löwdin charge.
Element x y z (Å)
C: 1.122 -1.170 0.733  -0.04
C: 0.242 -0.149 0.052  -0.37
C: -1.194 -0.543 -0.166  -0.03
N: 0.776 0.963 -0.275  0.12
C: 0.040 2.057 -0.717  -0.35
O: -0.948 2.500 -0.172  0.04
H: 2.025 -1.358 0.141  0.09
H: 0.600 -2.114 0.919  0.08
H: 1.447 -0.745 1.692  0.09
H: -1.228 -1.455 -0.771  0.09
H: -1.641 -0.784 0.805  0.10
H: -1.791 0.239 -0.634  0.07
H: 0.514 2.558 -1.581  0.12

Kohn-Sham gap (eV): 10.47
HOMO level (eV): -9.72
Energy relative to the best compared isomer or geometry (same formula, charge and spin) (kcal/mol): 23.6
SMILES string: CC(C)=NC=O
LUMO energy (eV): 0.748
E_tot (a.u.): -286.59404
Charge: 0